Molecular formula: C24H44ClN4O
Method: DFT, ωB97M-V/def2-TZVPD

HOMO-LUMO gap (Ha): 0.2585
Charge: +1
E_tot (eV): -46125.79186

Positions of all 74 atoms, in Å:
C 5.875 -2.622 2.335
H 1.648 3.894 -1.567
H -4.671 0.002 -0.523
H 0.572 4.407 -0.267
H -2.210 -7.473 -0.555
C -2.287 -5.310 -1.088
H -3.316 -5.036 -0.927
C -2.557 -1.562 0.561
C 1.637 2.543 0.104
H -3.443 1.217 1.063
H 3.405 1.770 -0.857
H 9.000 -2.891 3.186
H 0.906 -4.994 -1.915
C 2.578 3.306 1.041
C 2.365 1.463 -0.709
C -1.720 1.861 -0.046
C 0.936 3.532 -0.821
H -4.577 2.725 -2.266
H 3.433 2.691 1.322
H 0.876 2.049 0.716
C -1.232 -4.474 -1.548
C 2.324 0.070 -0.057
H -5.797 1.642 -0.069
H 3.548 -1.725 0.002
C -5.480 2.656 0.159
C 7.370 -1.404 3.492
H -3.605 3.447 0.380
N -0.430 -6.503 -1.216
C 7.990 -2.544 3.056
H 7.827 -0.624 4.077
H -2.153 3.743 -2.913
H 2.979 4.196 0.549
H -4.084 4.295 -1.651
N 7.074 -3.278 2.354
H -3.176 -1.642 -1.502
H -1.296 -3.430 -1.811
Cl -3.900 -1.321 1.717
C -1.756 -6.558 -0.892
C 1.128 -0.764 -0.559
C -2.415 2.984 -2.177
C -3.206 1.476 0.031
C -3.683 0.319 -0.855
H -2.355 2.015 -2.672
H -1.781 -0.641 -1.202
H 2.077 3.626 1.955
C -3.830 3.235 -1.660
H 0.205 -7.279 -1.173
H 5.256 -0.718 3.203
H 2.195 0.220 1.020
H 1.913 1.404 -1.703
H 3.972 -0.614 -1.294
H 7.256 -4.164 1.920
C 6.025 -1.454 3.034
N -5.746 2.964 1.513
H -5.204 2.430 2.183
H -5.663 3.950 1.729
H -1.550 3.976 -0.491
H -1.641 -1.215 1.037
H 0.447 -0.161 -1.170
C 3.648 -0.668 -0.252
H 4.433 -0.247 0.377
C -0.098 -5.240 -1.617
H -1.366 2.133 0.949
H -1.127 1.002 -0.357
H -6.003 3.357 -0.488
H 5.020 -3.039 1.830
O -0.131 2.940 -1.563
H -2.468 -2.638 0.435
C -1.420 3.019 -1.027
C -2.766 -0.905 -0.811
H -3.787 0.625 -1.897
H 1.462 -1.595 -1.182
H 0.553 -1.191 0.267
N -4.003 2.744 -0.246

Molecular formula: C5H14NO
Method: DFT, ωB97M-V/def2-TZVPD

SMILES string: C[C@H]([NH3+])CCCO
HOMO-LUMO gap (Ha): 0.3745
Energy above the lowest of the compared OMol25 structures with the same formula, charge and spin (kcal per mole): 38.1
Charge: +1
E_tot (eV): -8942.35474

Positions of all 21 atoms, in Å:
H -1.367 0.085 0.684
H 0.610 2.316 1.033
H 0.157 1.032 1.983
N -0.157 1.679 1.253
H 2.282 -2.402 1.494
C 0.202 -1.401 -0.414
H -2.440 0.816 -1.183
O 2.181 -1.709 0.845
H -1.475 2.081 -1.489
C -0.814 0.886 0.177
H -0.095 -1.563 0.631
H -0.561 -1.906 -1.014
H 1.219 0.499 -0.605
C 1.604 -2.039 -0.396
H 2.237 -1.615 -1.186
C 0.205 0.090 -0.661
H -0.023 0.364 -1.699
H 1.603 -3.100 -0.653
H -2.636 2.044 0.045
H -0.830 2.259 1.768
C -1.903 1.585 -0.612

| no. | E_HOMO (eV) |
| --- | --- |
| 1 | -9.68 |
| 2 | -13.76 |